Molecular formula: C5H6O2
Method: DFT, wB97M-V/def2-TZVPD

Structure (ORCA input):
```
! wB97M-V def2-TZVPD RIJCOSX def2/J DEFGRID3
* xyz 0 1
C 1.039 -1.220 -0.734
O -1.402 -1.171 0.230
C -1.523 0.040 0.400
C -0.459 0.894 1.070
O 0.639 -0.016 1.314
C 0.780 -0.013 -0.058
C 0.051 1.135 -0.324
H 0.772 -1.333 -1.780
H 1.412 -2.087 -0.199
H -2.370 0.609 -0.016
H -0.648 1.632 1.849
H 1.975 -0.159 -0.560
H -0.266 1.687 -1.192
*
```

Computed properties:
Relative energy (zero: lowest compared OMol25 entry of this formula, charge and spin) (eV): 6.165
DFT total energy (eV): -9370.9307
LUMO (alpha / beta) (eV): 0.69 / 0.69
F_max (eV Å⁻¹): 1.9
Frontier orbital gap (alpha / beta) (eV): 8.43 / 8.43
E_HOMO (alpha / beta) (Ha): -0.28413 / -0.28412